Record 1
This record from the OMol25 dataset describes a 2-piece molecular cluster, CH2ClO2P overall at a distorted geometry. The level of theory is the ωB97M-V functional and the def2-TZVPD basis.

```
7
CH2ClO2P, DFT the ωB97M-V functional and the def2-TZVPD basis
O 0.74 -0.11 -0.81
C 1.63 -0.87 -0.23
O 2.05 -0.10 0.77
P 0.99 1.17 0.32
H 1.93 -1.82 -0.62
Cl -4.17 0.46 0.29
H -3.17 1.27 0.29
```

Computed properties:
max |F|: 0.046 Eh/bohr
Kohn-Sham gap: 7.89 eV
energy relative to the best compared isomer or geometry (same formula, charge and spin): 49.6 kcal per mole
SMILES string: O1C2OP12.Cl
net charge: 0
HOMO level: -7.69 eV

For each atom in turn, the Mulliken charge in e is:
1. O -0.29
2. C 0.23
3. O -0.32
4. P 0.02
5. H 0.36
6. Cl -0.25
7. H 0.24

---

Record 2
This record from the OMol25 dataset describes one molecule with the formula C4H8S2Si at a distorted geometry. The level of theory is the ωB97M-V functional and the def2-TZVPD basis.

```
15
C4H8S2Si, DFT the ωB97M-V functional and the def2-TZVPD basis
C 2.95 0.32 -0.29
C 2.45 -0.83 -0.07
C -1.68 0.34 1.60
C -1.29 -0.25 -1.47
Si -0.47 0.36 0.14
S 0.63 2.13 0.05
S 0.91 -1.39 0.51
H 3.62 1.11 -0.51
H 3.04 -1.73 -0.23
H -2.55 0.94 1.33
H -2.02 -0.66 1.85
H -1.24 0.79 2.49
H -0.60 -0.17 -2.31
H -1.59 -1.29 -1.38
H -2.17 0.34 -1.71
```

Computed properties:
max |F|: 0.044 Eh/bohr
Kohn-Sham gap (spin up / spin down): 6.57 / 6.96 eV
energy relative to the best compared isomer or geometry (same formula, charge and spin): 78.5 kcal per mole
net charge: 0
HOMO level (spin up / spin down): -8.61 / -8.67 eV

For each atom in turn, the Mulliken charge in e is:
1. C -0.30
2. C -0.11
3. C -0.96
4. C -0.99
5. Si 0.46
6. S -0.42
7. S -0.18
8. H 0.39
9. H 0.27
10. H 0.29
11. H 0.33
12. H 0.29
13. H 0.29
14. H 0.34
15. H 0.32

---

Record 3
This record from the OMol25 dataset describes a 8-piece molecular cluster, C15H38N7O14 overall. The level of theory is the ωB97M-V functional and the def2-TZVPD basis.

```
74
C15H38N7O14, DFT the ωB97M-V functional and the def2-TZVPD basis
C -2.52 -3.21 0.21
C -1.55 -2.02 0.23
C -1.47 -1.27 -1.12
C -1.04 -2.04 -2.38
C 0.06 -3.05 -2.08
C 1.39 -2.40 -1.66
C 2.30 -3.36 -0.85
C 2.36 -3.01 0.64
H -3.29 -3.14 0.98
H -2.97 -3.28 -0.79
H -1.98 -4.16 0.35
H -0.54 -2.31 0.55
H -1.90 -1.30 1.00
H -2.49 -0.89 -1.32
H -0.85 -0.37 -0.98
H -1.93 -2.58 -2.76
H -0.20 -3.80 -1.30
H 0.25 -3.63 -2.99
H 1.18 -1.52 -1.04
H 1.92 -2.09 -2.56
H 1.91 -4.39 -0.95
H 3.32 -3.38 -1.25
H 2.58 -1.94 0.78
H 1.41 -3.23 1.14
H 3.15 -3.57 1.16
C -0.63 1.28 -3.87
N -1.66 1.97 -3.04
O -1.37 2.25 -1.89
O -2.74 2.19 -3.54
H 0.27 1.17 -3.28
H -1.01 0.29 -4.12
H -0.47 1.89 -4.75
C 0.49 1.88 0.49
N 1.77 1.33 0.99
O 2.80 1.73 0.47
O 1.74 0.51 1.89
H 0.70 2.56 -0.32
H -0.13 1.05 0.16
H 0.01 2.39 1.33
C 6.31 -5.50 -2.70
N 4.83 -5.47 -2.90
O 4.15 -6.12 -2.14
O 4.43 -4.77 -3.80
H 6.53 -6.15 -1.86
H 6.75 -5.88 -3.62
H 6.63 -4.48 -2.51
C 1.87 5.06 3.24
N 0.53 4.46 2.99
O -0.08 4.81 2.01
O 0.14 3.65 3.80
H 2.08 5.76 2.44
H 1.83 5.55 4.21
H 2.59 4.25 3.26
C -4.56 0.12 0.62
N -5.79 -0.38 1.28
O -5.70 -0.79 2.42
O -6.81 -0.36 0.64
H -3.73 0.04 1.31
H -4.39 -0.48 -0.27
H -4.74 1.16 0.35
C -3.35 5.00 -1.50
N -3.95 6.06 -2.36
O -3.20 6.86 -2.87
O -5.15 6.04 -2.49
H -2.27 5.14 -1.47
H -3.78 5.11 -0.51
H -3.60 4.04 -1.93
C 1.77 1.12 5.35
N 2.17 2.03 6.45
O 3.35 2.20 6.65
O 1.28 2.56 7.08
H 2.66 0.73 4.89
H 1.16 0.33 5.78
H 1.18 1.71 4.65
```

Computed properties:
max |F|: 0.011 Eh/bohr
Kohn-Sham gap: 3.30 eV
net charge: -1
HOMO level: -1.93 eV

For each atom in turn, the Mulliken charge in e is:
1. C -1.55
2. C 0.62
3. C 1.05
4. C -1.37
5. C -0.76
6. C 0.22
7. C -0.21
8. C -1.17
9. H 0.37
10. H 0.32
11. H 0.36
12. H -0.33
13. H 0.36
14. H 0.17
15. H -0.96
16. H 0.16
17. H 0.19
18. H 0.40
19. H -0.43
20. H 0.43
21. H 0.30
22. H 0.15
23. H 0.16
24. H 0.24
25. H 0.42
26. C -0.91
27. N 0.96
28. O -0.44
29. O -0.60
30. H 0.24
31. H 0.31
32. H 0.30
33. C 0.06
34. N 1.06
35. O -0.61
36. O -0.55
37. H 0.32
38. H -0.42
39. H 0.11
40. C -0.74
41. N 0.86
42. O -0.49
43. O -0.50
44. H 0.31
45. H 0.28
46. H 0.29
47. C -0.79
48. N 0.89
49. O -0.50
50. O -0.53
51. H 0.31
52. H 0.31
53. H 0.29
54. C -0.55
55. N 0.93
56. O -0.55
57. O -0.56
58. H 0.23
59. H 0.20
60. H 0.34
61. C -0.59
62. N 0.90
63. O -0.55
64. O -0.55
65. H 0.28
66. H 0.27
67. H 0.21
68. C -0.55
69. N 0.92
70. O -0.55
71. O -0.54
72. H 0.31
73. H 0.32
74. H 0.12

---

Record 4
This record from the OMol25 dataset describes C28H24I2N5O8P2S4Ti as an isolated structure at a distorted geometry. The level of theory is the ωB97M-V functional and the def2-TZVPD basis.

```
74
C28H24I2N5O8P2S4Ti, DFT the ωB97M-V functional and the def2-TZVPD basis
Ti -0.24 -0.22 0.51
S -1.93 -0.51 2.25
C -3.65 -1.01 2.29
C -3.93 -1.66 3.52
N -4.08 -2.20 4.53
C -4.59 -1.03 1.28
S -4.57 -0.38 -0.29
C -5.83 -1.68 1.59
N -6.84 -2.21 1.77
S 5.94 -0.76 -2.83
C 6.91 -2.06 -2.27
C 6.21 -2.88 -1.44
C 4.88 -2.45 -1.24
C 4.56 -1.31 -1.93
C 3.32 -0.56 -1.94
C 2.36 -0.81 -0.97
N 1.23 -0.10 -0.84
C 0.97 0.90 -1.75
C 1.87 1.17 -2.82
C 1.49 2.19 -3.76
C 0.32 2.86 -3.63
C -0.58 2.61 -2.54
C -1.77 3.28 -2.37
C -2.60 2.97 -1.29
C -2.16 1.99 -0.40
N -1.00 1.34 -0.48
C -0.21 1.62 -1.58
C -3.87 3.65 -1.07
C -4.49 4.58 -1.86
C -5.72 5.05 -1.34
C -6.03 4.47 -0.15
S -4.83 3.35 0.35
C 3.05 0.45 -2.88
H 7.94 -2.14 -2.60
H 6.64 -3.77 -0.99
H 4.17 -2.99 -0.62
H 2.49 -1.63 -0.27
H 2.16 2.41 -4.58
H 0.05 3.63 -4.34
H -2.06 4.04 -3.09
H -2.81 1.74 0.42
H -4.08 4.92 -2.80
H -6.34 5.78 -1.83
H -6.89 4.64 0.48
H 3.75 0.65 -3.68
C 4.02 -0.67 1.96
C 2.82 -1.08 2.80
O 3.29 -1.43 4.08
P 1.59 0.27 2.97
O 0.58 -0.30 4.04
O 2.32 1.39 3.80
O 1.02 0.82 1.70
P 1.78 -2.47 2.06
O 1.22 -3.15 3.43
O 2.50 -3.44 1.22
O 0.55 -1.75 1.51
H 4.69 -0.09 2.58
H 3.72 -0.07 1.10
H 4.54 -1.56 1.61
H 2.54 -1.68 4.64
H -0.11 -0.93 3.73
H 1.76 2.15 4.04
H 1.62 -4.03 3.53
C -1.81 -3.64 -0.29
C -1.63 -2.40 -1.10
N -2.00 -2.42 -2.39
O -1.14 -1.38 -0.63
H -1.57 -4.52 -0.88
H -2.85 -3.70 0.03
H -1.16 -3.59 0.58
H -2.68 -3.11 -2.66
H -2.10 -1.52 -2.83
I -1.62 1.80 2.92
I -1.10 4.55 3.90
```

Computed properties:
max |F|: 0.050 Eh/bohr
Kohn-Sham gap (spin up / spin down): 4.91 / 6.27 eV
2S+1: 3
net charge: -1
HOMO level (spin up / spin down): -3.43 / -4.96 eV

For each atom in turn, the Mulliken charge in e is:
1. Ti -0.32
2. S -0.40
3. C 0.41
4. C -0.32
5. N -0.63
6. C 0.79
7. S -0.29
8. C -0.28
9. N -0.54
10. S -0.21
11. C -0.40
12. C -0.65
13. C -0.49
14. C 0.37
15. C 0.45
16. C -0.88
17. N 0.98
18. C -0.27
19. C 0.43
20. C -1.16
21. C -1.12
22. C 0.24
23. C -0.71
24. C 0.37
25. C 0.23
26. N 1.10
27. C -0.22
28. C 0.59
29. C -0.54
30. C -0.61
31. C -0.42
32. S 0.02
33. C -1.08
34. H 0.43
35. H 0.39
36. H 0.60
37. H 0.94
38. H 0.44
39. H 0.41
40. H 0.35
41. H -0.32
42. H 0.35
43. H 0.39
44. H 0.41
45. H 0.39
46. C -1.81
47. C 1.39
48. O -0.66
49. P 0.33
50. O -0.57
51. O -0.63
52. O -0.18
53. P 0.37
54. O -0.52
55. O -0.77
56. O 0.60
57. H 0.48
58. H 0.40
59. H 0.39
60. H 0.50
61. H 0.44
62. H 0.34
63. H 0.31
64. C -1.13
65. C 0.55
66. N -0.36
67. O -0.69
68. H 0.47
69. H 0.32
70. H 0.03
71. H 0.26
72. H 0.27
73. I 0.21
74. I -0.57

---

Record 5
This record from the OMol25 dataset describes a 2-piece molecular cluster, C4H9NO2 overall. The level of theory is the ωB97M-V functional and the def2-TZVPD basis.

```
16
C4H9NO2, DFT the ωB97M-V functional and the def2-TZVPD basis
N 2.22 0.14 1.18
C 1.05 -0.38 0.75
O 0.05 -0.31 1.52
C 0.87 -0.98 -0.53
C -1.32 -0.55 0.08
C -1.48 0.66 -0.80
O -0.90 1.79 -0.19
H 2.23 0.68 2.03
H 3.09 -0.04 0.70
H 1.60 -0.77 -1.32
H 0.62 -2.04 -0.46
H -1.51 -1.48 -0.44
H -1.93 -0.48 0.98
H -1.04 0.46 -1.78
H -2.57 0.81 -0.91
H -0.97 2.52 -0.82
```

Computed properties:
max |F|: 0.008 Eh/bohr
Kohn-Sham gap (spin up / spin down): 7.83 / 7.83 eV
energy relative to the best compared isomer or geometry (same formula, charge and spin): 116.4 kcal per mole
net charge: 0
HOMO level (spin up / spin down): -7.33 / -7.32 eV

For each atom in turn, the Mulliken charge in e is:
1. N -0.38
2. C 0.97
3. O -0.60
4. C -1.30
5. C -0.61
6. C -0.21
7. O -0.50
8. H 0.22
9. H 0.21
10. H 0.32
11. H 0.27
12. H 0.35
13. H 0.32
14. H 0.32
15. H 0.31
16. H 0.31